C8H12O2S | ωB97M-V/def2-TZVPD

Last column: Mulliken charge in e.
Atoms and positions in Å:
C -2.09806 -0.44205 0.39471  0.3353
C -1.35224 -1.13985 -0.18238  -0.0015
C 1.73151 1.14445 1.07230  -0.5593
C 1.80404 1.03941 -0.50738  0.2335
C 1.48093 -1.16105 0.10236  -0.1551
C -3.05746 0.32324 1.17124  -1.3723
C 0.57079 1.48933 -1.16354  -1.4477
C -0.29392 -1.84554 -0.87859  0.0150
O 2.20775 -0.32673 -0.67801  -0.4509
O -0.26657 -3.16973 -0.87286  -0.5202
S 1.06928 -0.35217 1.67448  -0.1831
H 2.75611 1.27853 1.28116  0.3710
H 1.07775 2.04124 1.45678  0.3117
H 2.74967 1.51489 -0.75139  0.3751
H 2.09330 -2.02219 0.19603  0.4816
H -3.99831 -0.16398 1.43104  0.3402
H -2.47680 0.71661 1.95525  0.3242
H -3.44204 1.18319 0.68176  0.3400
H 0.35003 1.12742 -2.21971  0.2995
H 0.47527 2.53798 -1.23928  0.4830
H -0.35408 1.38521 -0.68396  0.2482
H -0.17277 -1.47879 -1.92948  0.1851
H -0.85417 -3.67943 -0.31052  0.3467

Forces on the atoms, in the same order (eV/Å):
C -2.8 1.3 1.3
C 2.5 -2.2 -2.0
C -1.5 2.8 -1.1
C 1.0 -0.7 2.3
C -2.7 -0.8 -1.1
C -0.2 -0.2 -0.7
C -1.0 -0.2 -3.2
C 1.7 3.4 0.9
O -0.6 0.8 -0.7
O 0.5 -2.8 -0.5
S -0.3 -1.2 0.0
H 1.1 0.2 1.2
H 1.4 -1.6 -0.9
H -0.5 0.8 -0.7
H -0.1 -1.3 0.3
H 0.5 -0.6 0.5
H 0.1 0.3 1.8
H 0.0 0.9 -1.1
H 0.8 0.2 1.2
H 1.0 1.6 -0.3
H -1.1 -1.4 1.4
H 0.2 -0.1 1.0
H -0.2 0.7 0.3

## Properties
Multiplicity: 1
ΔE to the lowest compared entry with this formula, charge and spin (eV): 3.457
Gap between HOMO and LUMO (eV): 8.22
E_HOMO (eV): -7.52



C3H8ClN2O | ωB97M-V/def2-TZVPD

Last column: Mulliken charge in e.
Atoms and positions in Å:
C 1.84372 -0.43273 -0.15405  0.5434
C -0.60196 0.71828 -1.09827  -1.5898
C -0.15220 0.13089 0.21312  0.3764
N -0.14261 0.86363 1.32212  -0.4432
N -0.82497 -1.18965 0.28654  -0.2291
O 2.05636 -1.42079 -0.77780  -0.3939
Cl 2.99701 0.70843 0.37913  -0.0883
H -1.65605 0.99808 -1.03563  0.4733
H -0.22497 1.66199 -1.34227  0.4274
H -0.63679 0.10184 -2.06570  0.3664
H 0.28013 0.53011 2.12741  0.2274
H -0.03031 1.83381 1.17609  0.2305
H -1.86162 -1.08683 0.45668  0.3889
H -0.38657 -1.69535 1.04870  0.3577
H -0.65916 -1.72172 -0.53606  0.3527

Forces on the atoms, in the same order (eV/Å):
C -3.0 -1.0 -0.9
C -1.9 -0.6 -1.1
C 3.8 -1.3 -3.6
N -2.0 0.9 -0.1
N -0.8 0.4 2.1
O -0.1 0.7 0.7
Cl 0.0 0.3 0.3
H -0.5 -0.2 0.5
H 1.4 1.3 -0.2
H 0.8 0.3 1.7
H 1.0 -0.7 1.6
H 0.0 1.0 0.0
H 1.1 -0.2 -0.1
H -0.3 -0.5 0.4
H 0.3 -0.6 -1.2

## Properties
Total charge: +1
Multiplicity: 1
ΔE to the lowest compared entry with this formula, charge and spin (eV): 1.602
Gap between HOMO and LUMO (eV): 9.33
E_HOMO (eV): -13.02



C19H42P2PbSi | ωB97M-V/def2-TZVPD

Last column: Mulliken charge in e.
Atoms and positions in Å:
P 0.24699 -2.27038 0.43362  0.7168
P -0.08116 1.50659 0.46571  0.7356
C -0.17051 -1.06756 -0.92538  0.4865
C 0.45232 0.33137 -0.85830  0.9909
H -1.27143 -1.01772 -1.02794  0.5735
H 0.19636 -1.55895 -1.83658  -1.5380
H 1.55545 0.28332 -0.87230  0.5334
H 0.14465 0.84447 -1.77485  -2.0308
C -1.72773 2.03253 -0.16521  -1.2456
H -2.16614 2.72587 0.56983  0.4532
H -2.41510 1.17969 -0.27665  0.4556
H -1.63135 2.55013 -1.13264  0.2958
C 0.99154 2.95045 0.22429  -1.2077
H 0.75612 3.44851 -0.73183  0.4448
H 2.05049 2.64672 0.24110  0.4536
H 0.81731 3.65585 1.05412  0.3988
C -0.82551 -3.67927 -0.06717  -1.2014
H -0.76525 -4.46598 0.70057  0.4285
H -0.46642 -4.08012 -1.03018  0.3625
H -1.87557 -3.36842 -0.17024  0.4027
C 1.92983 -2.77913 -0.05218  -1.2424
H 2.61028 -1.91617 -0.02185  0.3892
H 1.90327 -3.20526 -1.07021  0.3869
H 2.27873 -3.54407 0.66013  0.4095
Pb -0.94794 -0.41014 2.30046  0.7502
C 0.32032 1.08783 -3.90566  -0.0950
C -1.01952 1.12702 -3.75666  0.0189
C -1.97550 0.41878 -4.67021  -1.0220
C -1.60031 -1.04254 -5.01989  -0.9152
C -0.83461 -1.79443 -3.96942  -0.1580
C 0.50489 -1.91823 -3.95753  -0.3654
C 1.44577 -1.09086 -4.78896  -0.9505
C 1.05721 0.39286 -5.01584  -1.0384
C -0.36811 -2.29665 3.45084  -1.1462
H 0.97725 1.70527 -3.27552  0.5008
H -1.49268 1.81272 -3.04642  0.3572
H -2.08068 0.97582 -5.62034  0.3115
H -2.97168 0.42020 -4.20504  0.3657
H -2.54687 -1.58559 -5.18797  0.4606
H -1.06649 -1.05799 -5.98544  0.3370
H -1.45830 -2.32997 -3.23966  0.4857
H 0.99092 -2.74955 -3.42637  0.6802
H 1.60086 -1.55345 -5.78464  0.3224
H 2.43768 -1.11772 -4.30175  0.3585
H 2.00528 0.93878 -5.13517  0.4429
H 0.52842 0.49072 -5.97391  0.3873
H 0.37506 -2.00093 4.20258  0.3659
H 0.02246 -3.08744 2.79020  0.3698
H -1.30723 -2.59805 3.94059  0.4903
C -1.11016 2.63326 4.40846  -0.9635
Si 0.31220 1.51723 4.91968  0.0267
C 1.69041 2.55466 5.65284  -0.9728
C -0.33029 0.41662 6.29406  -0.9753
C 0.92362 0.55902 3.42379  -1.0784
H -1.53147 3.10758 5.31079  0.3856
H -1.92270 2.08396 3.90848  0.3015
H -0.76214 3.42310 3.72923  0.3053
H 1.32146 3.13763 6.50847  0.3324
H 2.50354 1.90416 5.99997  0.3440
H 2.09865 3.24786 4.90771  0.3301
H -1.05319 -0.32956 5.94003  0.3043
H 0.49946 -0.11089 6.78413  0.3437
H -0.83117 1.04260 7.04975  0.3600
H 1.49611 1.17682 2.70792  0.5746
H 1.56231 -0.30301 3.70058  0.6157

Forces on the atoms, in the same order (eV/Å):
P -0.6 1.2 -1.7
P -0.8 -0.8 -1.8
C 0.0 -0.1 0.3
C 0.3 -0.3 0.4
H 0.4 0.0 0.1
H -0.2 0.4 0.2
H -0.3 0.0 0.1
H 0.1 -0.1 0.2
C -0.1 0.2 0.6
H 0.0 -0.2 -0.3
H 0.3 0.2 0.0
H 0.1 -0.2 0.4
C 0.4 0.3 0.8
H 0.0 -0.3 0.3
H -0.4 0.1 0.0
H 0.1 -0.1 -0.4
C 0.2 -0.1 0.4
H -0.1 0.1 -0.3
H -0.1 0.1 0.4
H 0.4 0.0 0.1
C 0.2 -0.2 0.4
H -0.2 -0.3 0.0
H 0.0 0.2 0.4
H 0.1 0.3 -0.3
Pb -0.5 -0.1 -0.6
C -0.7 0.5 -0.1
C 0.9 0.4 -0.6
C -0.5 -0.1 0.0
C -0.3 0.2 -0.3
C 0.5 -0.5 -0.2
C -0.7 -0.4 -0.6
C 0.4 -0.2 -0.2
C 0.4 0.0 -0.3
C 0.3 -1.7 1.6
H -0.4 -0.2 -0.1
H 0.3 -0.3 0.0
H 0.0 -0.1 0.4
H 0.2 0.1 -0.1
H 0.4 0.2 0.0
H -0.1 -0.1 0.5
H 0.4 -0.1 -0.4
H -0.3 0.5 0.3
H 0.0 0.1 0.4
H -0.4 -0.1 -0.2
H -0.3 -0.1 -0.2
H 0.0 0.0 0.4
H -0.3 0.0 -0.3
H -0.4 0.6 0.6
H 0.3 0.2 -0.3
C 0.1 0.0 -0.2
Si -1.2 0.8 1.4
C 0.5 -0.2 -0.6
C 0.2 -0.3 -0.3
C 2.3 0.3 0.3
H 0.1 -0.1 -0.4
H 0.0 0.2 0.1
H -0.2 0.0 0.1
H -0.1 -0.2 -0.2
H -0.1 0.2 0.0
H 0.0 0.0 0.2
H 0.0 0.1 0.2
H -0.2 0.0 0.0
H 0.2 -0.2 -0.3
H -0.3 -0.3 0.4
H -0.4 0.2 -0.4

## Properties
Total charge: +2
Multiplicity: 1
ΔE to the lowest compared entry with this formula, charge and spin (eV): 0.000
Gap between HOMO and LUMO (alpha / beta) (eV): 4.03 / 4.44
E_HOMO (alpha / beta) (eV): -13.69 / -13.70



C4H6F13NPSSi | ωB97M-V/def2-TZVPD

Last column: Mulliken charge in e.
Atoms and positions in Å:
N 3.79040 1.90929 -0.35708  -0.6871
C 3.64050 0.96802 0.78940  -0.5341
Si 2.65951 -0.60583 0.44989  0.2136
S 3.98884 -1.97212 -0.55938  -0.3585
C 1.04756 -0.33382 -0.57510  0.5354
F 0.36640 -1.50471 -0.56397  -0.2660
F 1.40324 -0.11792 -1.88260  -0.2882
C 0.13122 0.83163 -0.14830  0.7019
F 0.81771 1.97819 0.04569  -0.2796
F -0.72959 1.05694 -1.15696  -0.2484
C -0.73610 0.56262 1.10985  0.6317
F 0.02731 0.41482 2.21124  -0.2715
F -1.47345 1.67800 1.30794  -0.2667
F -1.56234 -0.44143 0.96632  -0.1745
H 3.18717 1.61591 -1.11976  0.3160
H 3.38006 2.79122 -0.06726  0.2897
H 4.64770 0.65894 1.09743  0.3375
H 3.19054 1.43579 1.67447  0.3325
H 2.29039 -1.25030 1.71797  -0.1263
H 3.65296 -3.17453 -0.04444  0.1418
F -3.32341 -0.37618 -1.10956  -0.2612
P -4.81927 -0.92887 -0.69752  0.9759
F -5.76993 -0.23943 0.45490  -0.3439
F -5.19279 0.39949 -1.59445  -0.3484
F -4.09009 -1.44956 0.68485  -0.3287
F -4.30435 -2.35737 -1.33392  -0.3515
F -6.22019 -1.54882 -1.29966  -0.3412

Forces on the atoms, in the same order (eV/Å):
N -0.6 -0.1 0.4
C 0.2 0.0 -0.4
Si 0.7 -0.4 0.6
S 0.1 0.0 -0.2
C 0.8 0.0 0.0
F -0.3 0.1 0.1
F 0.0 0.3 0.0
C -1.2 -0.6 -0.7
F 0.5 -0.2 0.2
F 0.0 0.0 0.1
C -0.9 1.1 0.1
F 0.2 -0.3 -0.2
F 0.3 -0.2 0.0
F 0.5 -0.2 0.2
H 0.2 0.0 -0.1
H 0.2 0.1 -0.1
H -0.2 -0.1 0.1
H -0.1 0.1 -0.2
H -0.2 0.0 0.1
H -0.3 0.5 0.1
F 0.6 0.1 0.6
P -0.1 0.0 -0.2
F -0.1 0.8 -0.1
F -0.5 -0.1 -0.6
F 0.1 -0.8 0.1
F 0.7 0.0 -0.5
F -0.7 0.0 0.6

## Properties
Total charge: -1
Multiplicity: 1
Gap between HOMO and LUMO (eV): 9.62
E_HOMO (eV): -7.60



Look up the multiplicity of the third one.
1